No. 1
{
  "formula": "C30H45Cl6N7",
  "method": "the ωB97M-V functional and the def2-TZVPD basis",
  "homo_ev": -7.97,
  "spin_multiplicity": 1,
  "gap_ha": 0.3103,
  "charge": 0,
  "elements": ["C", "C", "C", "N", "C", "H", "H", "H", "H", "H", "C", "C", "C", "N", "C", "H", "H", "H", "H", "H", "C", "C", "C", "N", "C", "H", "H", "H", "H", "H", "Cl", "C", "Cl", "Cl", "H", "Cl", "C", "Cl", "Cl", "H", "C", "C", "C", "C", "N", "H", "H", "H", "H", "H", "H", "H", "C", "C", "C", "C", "N", "H", "H", "H", "H", "H", "H", "H", "C", "C", "C", "C", "N", "H", "H", "H", "H", "H", "H", "H", "C", "C", "C", "C", "N", "H", "H", "H", "H", "H", "H", "H"],
  "coordinates": [[-3.2142, -2.7981, -1.7477], [-3.9753, -2.1681, -2.7761], [-3.5056, -0.8393, -2.8266], [-2.6410, -0.6896, -1.8031], [-2.3767, -1.8715, -1.1476], [-3.2502, -3.8662, -1.4739], [-4.6910, -2.6786, -3.4179], [-3.8037, 0.0143, -3.3215], [-2.2363, 0.1950, -1.5023], [-1.6479, -1.9504, -0.3591], [0.4151, 1.3241, -0.8353], [-0.8476, 1.9830, -0.6342], [-1.2349, 1.6678, 0.6689], [-0.3775, 0.7455, 1.1491], [0.6725, 0.5695, 0.2882], [1.0986, 1.4116, -1.7006], [-1.3237, 2.6709, -1.2849], [-2.1624, 1.9584, 1.2333], [-0.4144, 0.2351, 2.0143], [1.5238, -0.0585, 0.4636], [1.0982, 7.0878, 0.0913], [1.1436, 6.7769, -1.2731], [0.7138, 5.4861, -1.4422], [0.4133, 5.0075, -0.1793], [0.6406, 5.9552, 0.7481], [1.3114, 8.0028, 0.5994], [1.4603, 7.4550, -2.0607], [0.6299, 4.8767, -2.3455], [0.2378, 3.9750, -0.0718], [0.5210, 5.7354, 1.8321], [2.3849, -5.3315, -1.6057], [2.0565, -3.8276, -0.8553], [3.6052, -2.9203, -0.5081], [0.8882, -3.7812, 0.4420], [1.6558, -3.1705, -1.6196], [2.5155, 0.5858, 6.1762], [2.1138, 0.1934, 4.5806], [3.2414, -0.9849, 3.8814], [1.9807, 1.6905, 3.5720], [1.1573, -0.2481, 4.5794], [-5.6467, -2.6076, 2.0893], [-6.2414, -1.7292, 0.9966], [-6.1543, -0.2950, 1.5316], [-4.7708, 0.0998, 2.0069], [-3.7512, 0.4555, 2.4162], [-6.1901, -2.6458, 3.0017], [-4.6205, -2.4348, 2.3637], [-5.7149, -3.7111, 1.8442], [-7.2676, -1.9872, 0.8211], [-5.7553, -1.8296, 0.0193], [-6.9224, -0.3831, 2.3094], [-6.4928, 0.4810, 0.7985], [4.1128, 1.8152, 0.7452], [3.2521, 3.0359, 0.3330], [3.8380, 3.9522, -0.8196], [3.6786, 3.3081, -2.1104], [3.5183, 2.8282, -3.1405], [3.4596, 1.2178, 1.4057], [4.9987, 2.1207, 1.3015], [4.4906, 1.2756, -0.1431], [3.0904, 3.6589, 1.2109], [2.3135, 2.6398, -0.0027], [4.9291, 4.0479, -0.7387], [3.3172, 4.9758, -0.9355], [4.0799, -0.4566, -4.6302], [2.8724, 0.2484, -5.3492], [1.6259, -0.6974, -5.4381], [1.3583, -1.2517, -4.1297], [1.3214, -1.6344, -3.0384], [4.9119, 0.2656, -4.5397], [4.3800, -1.3176, -5.2378], [3.7874, -0.6806, -3.6014], [3.0743, 0.5700, -6.3655], [2.5999, 1.1363, -4.8058], [1.9468, -1.4078, -6.1789], [0.8030, -0.0543, -5.8421], [0.9200, -4.9384, 4.0165], [-0.5477, -4.8197, 4.3877], [-1.4020, -4.0123, 3.4300], [-0.8550, -2.6199, 3.2175], [-0.5429, -1.5308, 3.1281], [1.4249, -5.4078, 4.8541], [1.2824, -3.9192, 3.8903], [1.1048, -5.5819, 3.1260], [-0.5323, -4.3615, 5.3549], [-1.0431, -5.7921, 4.4989], [-2.3720, -3.8809, 3.8839], [-1.4460, -4.5634, 2.5367]],
  "lowdin_charge": [-0.141, -0.105, -0.132, 0.009, -0.124, 0.093, 0.084, 0.079, 0.112, 0.083, -0.129, -0.152, -0.151, 0.024, -0.147, 0.099, 0.083, 0.102, 0.060, 0.104, -0.118, -0.141, -0.150, 0.007, -0.153, 0.083, 0.096, 0.115, 0.125, 0.122, 0.582, -1.586, 0.462, 0.570, -0.084, 0.598, -1.564, 0.526, 0.542, -0.048, -0.123, -0.248, -0.179, -0.189, 0.150, 0.060, 0.050, 0.093, 0.100, 0.102, 0.115, 0.125, -0.108, -0.244, -0.153, -0.249, 0.166, 0.004, 0.070, 0.080, 0.094, 0.045, 0.117, 0.127, -0.096, -0.245, -0.178, -0.193, 0.191, 0.069, 0.072, 0.051, 0.100, 0.054, 0.107, 0.131, -0.108, -0.272, -0.161, -0.184, 0.189, 0.072, 0.055, 0.080, 0.102, 0.117, 0.113, 0.092]
}

***

No. 2
{
  "formula": "C4H6BrF2IO",
  "method": "the ωB97M-V functional and the def2-TZVPD basis",
  "homo_ev": [-10.24, -6.59],
  "spin_multiplicity": 1,
  "de_lowest_kcal_mol": 61.52,
  "gap_ha": [0.3969, 0.1138],
  "charge": 0,
  "elements": ["C", "C", "C", "C", "O", "F", "F", "Br", "I", "H", "H", "H", "H", "H", "H"],
  "coordinates": [[2.3350, 0.0372, -0.3107], [-2.2864, -0.6822, -0.3656], [1.6596, 1.1084, 0.5258], [-1.2697, -1.5072, -0.2897], [2.2496, 1.3782, 1.6340], [-0.7585, -2.1409, 0.7306], [-0.6909, -2.1559, -1.3705], [0.2909, 2.2184, -0.1173], [-5.4242, 1.2165, -0.2066], [3.1387, 0.4594, -0.8774], [2.8734, -0.6294, 0.4115], [1.6102, -0.4945, -0.9141], [-2.8947, -0.4927, -1.2387], [-2.7907, -0.6115, 0.5650], [1.9578, 2.2963, 1.8235]],
  "lowdin_charge": [-0.096, 0.021, -0.908, -0.415, -0.019, 0.139, 0.050, 0.735, 0.100, 0.060, 0.097, 0.055, 0.045, 0.039, 0.097]
}

***

No. 3
{
  "formula": "C3H5LiNaO3",
  "method": "the ωB97M-V functional and the def2-TZVPD basis",
  "s2": 0.755,
  "homo_ev": [-20.18, -20.04],
  "spin_multiplicity": 2,
  "de_lowest_kcal_mol": 3.76,
  "gap_ha": [0.4430, 0.3150],
  "charge": 2,
  "elements": ["H", "O", "C", "C", "C", "O", "O", "Na", "Li", "H", "H", "H", "H"],
  "coordinates": [[-0.4745, -0.5679, 0.8657], [0.2345, -0.2832, -1.3176], [-1.0063, 0.2208, -1.0530], [-1.4311, -0.5620, 0.2517], [2.3824, 0.9411, 2.3159], [2.3174, 1.1171, 1.1657], [2.4733, 0.7531, 3.4465], [0.3901, -2.0572, -2.9524], [1.7854, 0.8517, -0.7026], [-1.7446, -0.0221, -1.8331], [-0.9837, 1.2901, -0.7914], [-1.5983, -1.6164, 0.0071], [-2.3446, -0.0650, 0.5975]],
  "mulliken_spin": [-0.003, 0.713, 0.029, 0.212, -0.001, -0.001, 0.000, 0.002, 0.001, 0.020, 0.016, -0.001, 0.012]
}

***

No. 4
{
  "formula": "C28H38AlF3NOS2",
  "method": "the ωB97M-V functional and the def2-TZVPD basis",
  "homo_ev": -5.13,
  "spin_multiplicity": 1,
  "gap_ha": 0.2579,
  "charge": -1,
  "elements": ["C", "C", "N", "C", "C", "C", "S", "S", "C", "C", "C", "Al", "C", "O", "C", "F", "F", "F", "H", "H", "H", "H", "H", "H", "H", "H", "H", "H", "H", "H", "H", "H", "H", "H", "H", "H", "H", "H", "C", "C", "C", "C", "C", "C", "H", "H", "H", "H", "H", "H", "C", "C", "C", "C", "C", "C", "H", "H", "H", "H", "H", "H", "C", "C", "C", "C", "C", "C", "H", "H", "H", "H", "H", "H"],
  "coordinates": [[-0.2159, -1.4227, 0.7585], [1.1459, -0.6006, 0.4592], [1.1671, 0.0327, -0.8850], [1.9793, -0.7460, -1.8678], [2.5979, 0.1212, -3.0526], [1.5876, 1.4341, -0.8449], [2.8859, 2.0185, 0.0622], [0.7272, 2.7317, -1.8666], [-1.0844, 2.3764, -1.9939], [-1.8634, 2.4059, -0.5926], [-2.4023, 0.9224, -0.3243], [-4.2914, 0.5806, -1.1031], [-4.2746, -1.4252, -1.6840], [-3.3257, -2.1004, -0.7882], [-2.8770, -3.3092, -1.3180], [-3.8533, -3.9700, -2.0703], [-2.4622, -4.1018, -0.2285], [-1.7683, -3.1669, -2.1642], [-0.0090, -2.3708, 1.3638], [-0.9150, -0.7827, 1.3978], [-0.7369, -1.6340, -0.2209], [1.9855, -1.3743, 0.5549], [1.2683, 0.1153, 1.3232], [1.2972, -1.5210, -2.3633], [2.8314, -1.3343, -1.4042], [3.0342, -0.6068, -3.8204], [1.7956, 0.7088, -3.6093], [3.4486, 0.7993, -2.7450], [-1.5246, 3.2292, -2.6218], [-1.3058, 1.4331, -2.6018], [-1.1790, 2.8149, 0.2126], [-2.7781, 3.0771, -0.7276], [-1.7121, 0.2176, -0.8964], [-2.4589, 0.6910, 0.7836], [-4.6387, 1.5309, -2.3331], [-5.4447, 0.6850, 0.0020], [-5.3478, -1.7856, -1.5606], [-3.9632, -1.4959, -2.7776], [2.4625, 0.4563, 5.5207], [1.5415, 0.8387, 4.5510], [0.3167, 0.1865, 4.4589], [0.0087, -0.8424, 5.3433], [0.9279, -1.2224, 6.3153], [2.1566, -0.5762, 6.4017], [3.4190, 0.9627, 5.5901], [1.7791, 1.6452, 3.8656], [-0.3990, 0.4802, 3.6983], [-0.9479, -1.3475, 5.2740], [0.6868, -2.0238, 7.0056], [2.8756, -0.8763, 7.1561], [7.6000, 1.3754, -5.7658], [7.0400, 1.7627, -4.5531], [5.6887, 2.0835, -4.4809], [4.8944, 2.0076, -5.6208], [5.4539, 1.6168, -6.8327], [6.8073, 1.3047, -6.9066], [8.6546, 1.1285, -5.8223], [7.6577, 1.8153, -3.6631], [5.2539, 2.3917, -3.5365], [3.8396, 2.2528, -5.5639], [4.8344, 1.5561, -7.7209], [7.2442, 1.0053, -7.8528], [-3.4091, -1.3342, 3.6563], [-3.9735, -0.9548, 4.8700], [-5.3240, -0.6299, 4.9370], [-6.1116, -0.6935, 3.7912], [-5.5467, -1.0757, 2.5788], [-4.1946, -1.3923, 2.5107], [-2.3549, -1.5846, 3.6016], [-3.3600, -0.9115, 5.7643], [-5.7634, -0.3277, 5.8816], [-7.1659, -0.4442, 3.8439], [-6.1598, -1.1256, 1.6864], [-3.7517, -1.6847, 1.5650]],
  "lowdin_charge": [-0.081, -0.246, -0.201, -0.228, -0.136, -1.015, 0.567, 0.810, -0.494, -0.322, -0.308, 0.293, -0.272, -0.124, -0.548, 0.083, 0.079, 0.081, 0.081, 0.049, 0.052, 0.111, 0.080, 0.125, 0.115, 0.083, 0.062, 0.049, 0.079, 0.086, 0.088, 0.079, 0.029, 0.036, -0.112, -0.109, 0.062, 0.072, -0.099, -0.091, -0.085, -0.089, -0.099, -0.106, 0.097, 0.101, 0.100, 0.076, 0.098, 0.095, -0.105, -0.096, -0.094, -0.092, -0.099, -0.105, 0.096, 0.100, 0.099, 0.103, 0.099, 0.096, -0.095, -0.109, -0.111, -0.098, -0.093, -0.075, 0.078, 0.088, 0.092, 0.095, 0.087, 0.089]
}

***

Number 3 is which compound?
C3H5LiNaO3

***

Which formula does entry 3 have?
C3H5LiNaO3

***

Among the records above, which one has the highest charge?
C3H5LiNaO3